Computed, not measured: a 15-piece molecular cluster, C36H109N23O15 overall at a distorted geometry, with the ωB97M-V functional and the def2-TZVPD basis.

The geometry in XYZ format:
```
183
Properties=species:S:1:pos:R:3:forces:R:3:mulliken_charge:R:1
C -3.6172 -1.5296 -4.8833 0.1615 -0.4541 1.4162 0.43
O -4.1339 -2.1294 -5.8107 0.0878 0.2625 0.0841 -0.72
N -2.7582 -2.1365 -3.9950 0.4532 -0.8450 -0.5500 0.04
N -3.9267 -0.2475 -4.5276 -0.8689 0.2573 -0.9592 -0.12
H -2.6214 -3.1213 -4.1495 0.1358 0.1293 -0.2045 0.13
H -2.3745 -1.7238 -3.1544 -0.3281 0.4810 0.0729 -0.07
H -3.4344 0.3445 -3.8871 0.0674 -0.3266 0.3337 0.05
H -4.8674 -0.0104 -4.7976 0.2734 0.5070 -0.1324 0.20
C 0.7661 -3.7074 3.0136 -0.6099 -1.7045 -0.5773 0.38
O 1.6724 -4.1623 2.3004 0.3109 0.9994 0.3204 -0.79
N -0.4737 -3.5011 2.4996 0.7553 0.4587 0.3718 0.20
N 0.8880 -3.5733 4.3515 0.6814 0.2550 0.2774 -0.24
H -0.5831 -3.7569 1.5274 -0.4085 -0.1599 0.2527 -0.38
H -1.2037 -3.2365 3.1319 -0.3735 0.1142 -0.4380 0.14
H 1.8035 -3.7677 4.7325 -0.0600 0.1790 0.1963 0.19
H 0.1102 -3.5225 4.9798 -0.1018 0.0804 -0.0714 0.17
C -1.1783 3.1256 -2.8674 -0.2964 -0.2869 -0.1225 0.46
O -0.6104 2.0297 -2.7059 -0.2998 0.0246 -0.4424 0.40
N -1.8352 3.4558 -4.0072 0.3076 -0.3051 0.7305 -0.30
N -1.1914 4.0379 -1.8673 0.0113 0.1183 -0.6787 -0.03
H -1.8872 2.7780 -4.7713 0.1877 0.2676 -0.2749 0.14
H -2.1902 4.3855 -4.1206 -0.1126 -0.0075 -0.1848 0.18
H -1.7609 4.8475 -2.0349 0.0845 0.1637 0.5852 0.16
H -0.8179 3.7955 -0.9543 -0.2275 0.2278 -0.0308 -0.22
C 3.7691 -4.0584 -0.5593 -1.0489 -0.5284 -0.9554 0.42
O 4.2999 -4.2437 -1.6531 0.3301 0.2750 0.5058 -0.69
N 4.3980 -4.1281 0.6480 0.8773 0.2703 0.4469 -0.25
N 2.4365 -3.8209 -0.4434 0.4287 0.3258 0.0946 0.15
H 5.3826 -4.3286 0.6196 -0.0822 -0.2068 -0.0706 0.24
H 3.8800 -4.3277 1.4928 -0.1563 -0.0022 -0.1372 0.18
H 2.0540 -3.6542 0.4747 -0.4878 -0.2547 0.0402 0.11
H 1.8937 -3.7779 -1.2821 -0.0894 -0.0670 0.0258 0.03
C -1.1905 0.8219 -6.3971 -0.3490 -0.3649 -0.2333 0.74
O -1.7501 1.9187 -6.3413 0.1776 -0.4503 0.3839 -0.81
N -1.2218 0.0926 -7.5401 -0.3032 -0.1059 -1.3973 -0.41
N -0.5210 0.2299 -5.3706 -0.0568 0.4790 0.1765 0.45
H -1.8752 0.3626 -8.2559 0.0588 0.4724 0.1890 0.25
H -0.8505 -0.8208 -7.7254 0.2352 -0.0798 0.7511 0.11
H -0.1337 -0.6851 -5.4988 -0.1406 -0.1572 0.1187 0.14
H -0.7704 0.5260 -4.4385 0.3838 0.1652 0.0669 -0.69
C -1.9191 -4.9276 -0.2758 1.5552 0.8421 0.3677 0.45
O -0.8605 -5.2855 0.2612 -1.0436 0.0297 -0.7568 -0.66
N -3.0198 -4.6179 0.4798 0.2729 -0.5498 0.0842 -0.35
N -1.9930 -4.6150 -1.5887 0.3279 -0.3108 -0.4352 -0.26
H -3.8895 -4.5940 -0.0306 -0.2785 -0.1634 0.4794 0.24
H -2.9239 -5.1577 1.3336 -0.8082 0.2138 -0.0018 0.27
H -2.8116 -4.2708 -2.0563 -0.0839 0.0530 0.0978 0.17
H -1.1326 -4.7125 -2.1008 -0.1301 -0.0380 -0.1119 0.10
C -4.1264 -0.4954 2.1279 0.9231 -0.5280 0.7621 0.28
O -5.2318 -0.7450 2.5957 0.4550 0.8314 -0.1758 -0.76
N -3.3096 0.5796 2.4043 -1.1176 0.5247 0.4533 0.45
N -3.4772 -1.3748 1.3122 -0.7266 -0.6220 -0.3551 0.20
H -3.4952 1.1066 3.2434 -0.0051 0.1184 -0.1066 0.09
H -2.3774 0.5960 2.0320 0.0854 -0.1957 0.0982 -0.48
H -3.9165 -2.2798 1.3891 0.3861 -0.1046 -0.5013 0.17
H -2.4743 -1.3064 1.2293 0.1132 -0.2593 0.0500 -0.29
C 4.3011 -2.9929 4.4084 -1.0607 0.4266 -0.4087 0.62
O 3.5986 -2.9097 5.4169 0.3285 -0.2139 -0.0713 -0.67
N 4.8841 -4.1679 4.0422 -0.2460 -0.0110 0.6992 -0.36
N 4.4200 -1.9583 3.5270 0.6394 -0.5068 0.0465 -0.32
H 4.7100 -4.8900 4.7196 0.3479 -0.2465 -0.2159 0.22
H 5.5365 -4.2955 3.2950 0.1118 0.0752 0.0222 0.20
H 4.7684 -2.1921 2.6119 -0.1764 0.3619 -0.1670 0.27
H 3.7915 -1.1849 3.6383 -0.0074 0.0531 0.0069 0.04
C 0.4105 -1.3783 -2.3637 0.3055 0.2163 -0.2675 0.36
C -0.5470 -1.2544 -1.1874 0.2759 0.4749 0.4603 2.09
C 0.2059 -0.6644 0.0029 0.4485 -1.0131 0.5051 -1.84
O -0.5678 -0.6070 1.2285 0.4810 0.5811 -0.6767 1.31
C 0.2354 0.0383 2.2072 -0.8445 0.6287 0.5785 -0.89
N -1.6432 -0.4218 -1.6374 -0.8487 0.1657 -0.0921 0.70
H -0.0525 -1.8671 -3.2218 -0.0543 -0.3059 0.1840 -0.18
H 1.3681 -1.8430 -2.1264 -0.1324 -0.2038 0.0645 0.65
H 0.6660 -0.3818 -2.7346 -0.0449 0.1338 0.2382 -1.60
H -0.9423 -2.2295 -0.8799 0.0342 -0.0453 -0.0870 -1.16
H 0.6474 0.3025 -0.2594 -0.2160 0.1912 0.0912 0.34
H 1.0121 -1.3482 0.2944 0.3457 0.0517 -0.5059 0.20
H -0.3212 0.0310 3.1474 -0.0450 -0.0984 0.0057 0.48
H 0.3651 1.0883 1.9286 0.2191 0.0389 -0.0604 0.17
H 1.2217 -0.3772 2.4255 -0.0561 -0.5187 -0.5100 0.18
H -2.2064 -0.0891 -0.8595 -0.1165 -0.2504 -0.0387 -0.30
H -1.3045 0.4186 -2.1068 0.1879 -0.0869 0.2174 -0.41
C 2.7119 1.9826 -4.8571 0.0667 -0.3745 -0.4225 -1.49
C 2.8902 1.4245 -3.4328 0.8109 1.0519 -0.4149 2.71
C 4.3867 1.2464 -3.1176 -0.6478 -0.8275 -0.3429 -0.85
O 4.9688 0.3154 -4.0130 1.3996 0.1107 0.1157 -0.49
C 4.5107 -1.0230 -3.9215 -1.5264 0.9769 -0.8564 -0.34
N 2.2880 2.2258 -2.3638 -0.6037 -0.1867 -0.3875 -0.28
H 3.0334 1.1939 -5.5437 0.0099 0.0958 -0.1366 0.33
H 3.3018 2.8631 -5.1246 0.1942 0.0420 0.4657 0.39
H 1.6808 2.2219 -5.1251 -0.1468 -0.1457 0.3346 0.26
H 2.4559 0.4291 -3.4850 -0.2831 0.0199 0.5695 -1.77
H 4.5017 0.9204 -2.0778 -0.0514 -0.0899 0.0557 0.35
H 4.9311 2.1837 -3.2359 -0.0150 0.0449 -0.1081 0.37
H 3.5208 -0.9667 -4.4001 -0.2913 -0.7212 0.3852 -0.06
H 4.4076 -1.3827 -2.8955 0.2607 -0.1501 -0.0187 0.35
H 5.0426 -1.6889 -4.5956 0.6390 0.1287 0.4275 0.31
H 2.5786 3.1936 -2.4839 0.1862 -0.0406 0.0601 0.29
H 1.2833 2.2368 -2.5652 0.2311 0.0323 0.4006 -0.20
C 1.3284 -3.7985 -4.9362 -0.5435 -0.5566 -0.0584 -1.28
C 2.5050 -4.5068 -5.6295 -0.2557 1.3934 0.4398 0.60
C 2.6859 -3.8267 -7.0017 0.2380 -0.4400 0.7970 -0.66
O 3.6845 -4.4122 -7.8394 -1.7936 -0.1425 0.2773 -0.39
C 3.1353 -5.5821 -8.4248 0.7066 -0.2549 -0.7546 -0.72
N 3.7167 -4.2911 -4.8320 0.6267 -1.4901 0.6046 -0.50
H 0.3544 -4.1441 -5.2984 0.1022 -0.2670 -0.0904 0.52
H 1.2616 -2.7160 -5.0647 0.6465 0.0750 0.1579 -0.09
H 1.3886 -4.0682 -3.8806 -0.1609 0.3277 0.1109 0.28
H 2.2375 -5.5654 -5.6796 0.0546 -0.0245 -0.3594 0.49
H 2.9811 -2.7990 -6.7944 0.1455 0.0162 -0.0529 0.25
H 1.6795 -3.8192 -7.4362 0.1571 -0.0251 -0.6711 0.34
H 3.8640 -5.8831 -9.1783 0.0020 -0.3180 0.1587 0.29
H 2.1922 -5.4476 -8.9666 -0.0636 0.5612 0.1291 0.29
H 2.9482 -6.3987 -7.7229 0.2880 0.0472 0.2055 0.27
H 3.5660 -4.3152 -3.8210 -0.6759 0.8392 0.0427 0.04
H 4.1972 -5.1942 -4.8123 0.6089 0.3303 -0.8485 0.27
C -8.2682 0.6077 -0.6167 0.2219 0.7961 -0.7595 -1.40
C -6.9239 0.1065 -1.1937 -0.9724 -0.7779 0.8543 0.22
C -5.8022 0.7588 -0.3889 -0.0836 0.2955 -0.1833 -0.02
O -5.6237 2.0809 -0.8921 -0.3734 -0.1185 0.1378 -0.41
C -5.1646 2.9989 0.0640 0.7617 0.4994 -0.5653 -0.21
N -6.9104 -1.3466 -1.0120 0.3489 -1.1244 0.7092 -0.69
H -8.2963 1.7002 -0.5654 -0.0542 -0.0177 0.0088 0.27
H -8.4034 0.2130 0.3906 0.1161 -0.0242 0.0284 0.37
H -9.1146 0.2853 -1.2251 0.0282 -0.0537 -0.0408 0.43
H -6.8011 0.2507 -2.2672 -0.0540 0.5261 0.0720 0.28
H -4.8428 0.2360 -0.4008 -0.0866 -0.2885 -0.2826 -0.13
H -6.1433 0.7836 0.6510 0.1176 0.0973 0.1241 0.35
H -4.1445 2.7790 0.3877 -0.0814 -0.4441 0.3583 -0.14
H -5.8248 3.1276 0.9236 -0.0973 -0.1716 0.0366 0.38
H -5.0326 3.9536 -0.4506 -0.4357 0.0726 -0.0073 0.35
H -7.7564 -1.7959 -1.3530 0.0478 0.4300 -0.7201 0.27
H -7.0403 -1.5663 -0.0227 0.5842 0.3053 0.1306 0.26
C 2.5932 5.4873 1.8999 -0.3910 -0.0457 0.4978 -1.40
C 1.5935 4.8050 0.9851 -0.7718 -0.1198 -1.3042 0.43
C 0.1953 4.6417 1.6360 1.3503 -0.2140 0.4852 -0.36
O -0.6342 3.7992 0.8876 -0.2565 -0.3761 -1.2685 -0.07
C -1.6400 3.0667 1.5355 -0.0294 0.1541 1.5157 0.63
N 1.5436 5.5810 -0.2649 -0.7485 0.3677 -0.6410 -0.70
H 3.6263 5.3763 1.5797 -0.0977 -0.0871 -0.2610 0.41
H 2.5212 5.1059 2.9217 0.0112 0.0157 0.0064 0.08
H 2.3583 6.5540 1.9047 0.0886 0.0393 0.1492 0.38
H 1.9009 3.8076 0.6588 0.2334 -0.0883 0.3759 0.22
H -0.2489 5.6404 1.7123 -0.1398 -0.0477 0.5273 0.40
H 0.4184 4.1421 2.5848 -0.4810 0.4113 0.3396 -0.24
H -2.4752 3.6469 1.9467 -0.0002 0.5241 -0.4537 0.45
H -1.2463 2.6018 2.4478 0.2526 -0.2926 -0.1258 -0.38
H -2.0746 2.3023 0.9005 0.3643 0.1152 -0.4330 -0.63
H 1.0670 5.0941 -1.0221 0.4029 -0.5674 0.1601 0.25
H 0.8979 6.3672 -0.1746 0.4278 0.2665 0.4642 0.32
C 2.1374 0.7209 5.0765 -1.3908 0.7282 -0.1352 -0.91
C 3.4419 0.9559 5.8229 0.8653 -1.5314 -1.6026 0.57
C 3.6509 2.3267 6.3650 -0.7380 1.3415 0.3323 -1.03
O 3.6565 3.2703 5.2992 0.2858 -0.3177 -0.4803 -0.17
C 3.9233 4.5862 5.7084 -0.2714 0.2928 0.1845 -0.84
N 3.7634 -0.0909 6.7922 -0.9516 -0.0113 1.0904 -0.67
H 2.1813 1.0286 4.0279 0.1925 0.3258 0.0956 0.17
H 1.3206 1.2979 5.5253 0.0138 0.0079 0.0215 0.18
H 1.7448 -0.2985 5.0296 0.5923 -0.2768 0.3676 0.30
H 4.1897 0.8587 5.0207 0.2805 0.0235 0.2756 0.16
H 4.5709 2.4118 6.9490 0.1206 -0.2401 -0.0381 0.45
H 2.8099 2.6220 7.0123 0.0284 -0.2146 0.3111 0.31
H 3.1641 4.9283 6.4206 0.0592 -0.0024 0.2089 0.36
H 3.8669 5.2640 4.8577 -0.0300 -0.2760 -0.2267 0.19
H 4.9179 4.7166 6.1441 0.0445 -0.2302 0.1533 0.38
H 3.2557 -0.9376 6.5405 0.6243 -0.2132 -0.5935 0.19
H 3.2711 0.0881 7.6722 0.3700 0.5248 0.0576 0.30
C -0.1572 3.7275 5.3491 0.1821 0.9169 -0.4507 -0.90
C -1.6071 4.0342 5.7502 1.4913 -0.1663 0.1135 0.88
C -2.2156 2.8308 6.4197 -0.2150 -0.3278 0.5594 -1.23
O -2.2704 1.7693 5.4805 0.0580 0.1064 0.6776 0.02
C -2.4316 0.5214 6.1213 -1.0860 -0.6967 -1.0338 -0.85
N -1.5071 5.1190 6.7294 -1.1527 0.9578 -0.0397 -0.81
H 0.5236 3.7553 6.2007 -0.1680 -0.1952 0.1547 0.65
H 0.1088 4.5840 4.7205 0.4191 -0.0985 -0.0066 0.33
H 0.0303 2.8368 4.7541 -0.3805 -0.1074 0.0817 -0.38
H -2.0765 4.3387 4.8085 -0.6897 -0.2861 0.2042 0.25
H -3.1656 3.0089 6.9445 -0.4698 0.1896 -0.7366 0.38
H -1.6155 2.5325 7.2902 0.6174 0.0861 -0.2973 0.43
H -3.4822 0.3350 6.3788 -0.0137 0.3617 0.4009 0.36
H -1.8128 0.3470 7.0017 0.2812 0.2319 -0.1212 0.38
H -2.2750 -0.2288 5.3418 0.5157 -0.0729 0.1827 0.10
H -1.1617 5.9711 6.2887 0.6350 -0.3648 -0.1442 0.29
H -2.4478 5.4619 6.9394 -0.0483 -0.5071 0.3358 0.27
```
Forces are in eV/Å.

Calculated values
total charge	0
E_LUMO	0.162	eV
E_HOMO	-8.74	eV
orbital gap	8.898	eV